1.
{
  "formula": "C36H24ClF6N4O11S",
  "method": "ωB97M-V/def2-TZVPD",
  "e_lumo_ev": -4.037,
  "orbital_gap_ev": 7.525,
  "total_charge": 1,
  "species": ["O", "C", "Cl", "C", "C", "N", "C", "N", "S", "N", "C", "F", "F", "F", "N", "C", "F", "F", "F", "H", "H", "H", "H", "C", "C", "C", "O", "C", "C", "C", "O", "H", "H", "H", "H", "C", "C", "C", "O", "C", "C", "C", "O", "H", "H", "H", "H", "C", "C", "C", "O", "C", "C", "C", "O", "H", "H", "H", "H", "C", "C", "C", "O", "C", "C", "C", "O", "H", "H", "H", "H", "C", "C", "C", "O", "C", "C", "C", "O", "H", "H", "H", "H"],
  "coordinates": [[0.10, -7.15, 3.92], [0.10, -5.97, 3.90], [0.35, -5.01, 5.37], [-0.07, -5.09, 2.66], [-1.15, -4.08, 2.79], [-0.88, -2.80, 2.98], [-2.05, -2.16, 3.07], [-2.17, -0.86, 3.29], [-0.84, 0.18, 3.59], [-3.09, -3.04, 2.89], [-4.53, -2.78, 2.88], [-5.07, -3.02, 4.05], [-5.11, -3.50, 1.96], [-4.70, -1.50, 2.59], [-2.49, -4.29, 2.74], [-3.23, -5.55, 2.55], [-4.25, -5.58, 3.37], [-2.41, -6.53, 2.81], [-3.66, -5.65, 1.31], [0.85, -4.50, 2.56], [-0.18, -5.73, 1.79], [-3.07, -0.42, 3.38], [-0.23, -0.02, 2.41], [-3.64, 1.68, 8.29], [-3.54, 0.97, 7.17], [-3.63, 1.63, 5.84], [-3.54, 0.98, 4.81], [-3.83, 3.09, 5.80], [-3.92, 3.80, 6.92], [-3.84, 3.15, 8.26], [-3.92, 3.79, 9.28], [-3.58, 1.22, 9.27], [-3.40, -0.10, 7.16], [-3.89, 3.54, 4.82], [-4.07, 4.87, 6.93], [4.66, -3.04, 1.04], [5.22, -1.91, 0.61], [4.41, -0.68, 0.42], [4.92, 0.35, 0.04], [2.96, -0.76, 0.72], [2.40, -1.88, 1.16], [3.21, -3.11, 1.34], [2.70, -4.14, 1.74], [5.22, -3.96, 1.19], [6.27, -1.84, 0.38], [2.40, 0.16, 0.57], [1.35, -1.97, 1.38], [0.96, 0.74, -3.86], [0.83, 1.63, -4.83], [1.73, 2.81, -4.91], [1.61, 3.63, -5.79], [2.78, 2.95, -3.87], [2.90, 2.05, -2.90], [2.00, 0.87, -2.83], [2.13, 0.06, -1.93], [0.31, -0.13, -3.78], [0.07, 1.56, -5.60], [3.43, 3.81, -3.95], [3.67, 2.11, -2.13], [-0.64, 4.67, -2.53], [-0.67, 5.82, -1.86], [-1.51, 5.98, -0.64], [-1.54, 7.02, -0.02], [-2.31, 4.81, -0.21], [-2.28, 3.66, -0.88], [-1.43, 3.50, -2.09], [-1.39, 2.44, -2.69], [-0.05, 4.55, -3.43], [-0.10, 6.69, -2.16], [-2.92, 4.95, 0.68], [-2.86, 2.79, -0.59], [3.23, -1.05, -7.52], [2.83, -1.19, -8.78], [3.07, -0.14, -9.80], [2.70, -0.27, -10.94], [3.79, 1.09, -9.35], [4.19, 1.23, -8.10], [3.94, 0.18, -7.08], [4.30, 0.32, -5.93], [3.07, -1.80, -6.76], [2.31, -2.08, -9.13], [3.95, 1.84, -10.11], [4.71, 2.12, -7.75]],
  "mulliken_charge": [-0.393, 0.515, -0.155, 0.034, -0.041, -0.323, 0.602, -0.351, -0.013, 0.046, 0.834, -0.243, -0.236, -0.265, 0.129, 0.766, -0.248, -0.214, -0.250, -0.140, 0.548, 0.450, 0.093, -0.414, -0.264, 0.309, -0.472, -0.375, -0.388, 0.290, -0.503, 0.419, 0.415, 0.468, 0.416, -0.480, -0.522, 0.398, -0.540, -0.226, 0.085, 0.462, -0.564, 0.445, 0.431, 0.281, 0.172, -0.417, -0.415, 0.426, -0.647, -0.510, -0.312, 0.395, -0.551, 0.527, 0.479, 0.496, 0.526, -0.154, -0.454, 0.317, -0.531, -0.411, -0.443, 0.378, -0.502, 0.472, 0.444, 0.443, 0.449, -0.383, -0.346, 0.330, -0.536, -0.357, -0.277, 0.453, -0.567, 0.438, 0.414, 0.415, 0.421]
}

***

2.
{
  "formula": "C10H21N2",
  "method": "ωB97M-V/def2-TZVPD",
  "smiles": "C=C[C@@H]([NH3+])[C@@](C)(C=C)N(C)CC",
  "e_lumo_ev": -3.057,
  "orbital_gap_ev": 9.073,
  "relative_energy_ev": 3.2139,
  "total_charge": 1,
  "species": ["C", "C", "C", "C", "C", "C", "C", "C", "C", "C", "N", "N", "H", "H", "H", "H", "H", "H", "H", "H", "H", "H", "H", "H", "H", "H", "H", "H", "H", "H", "H", "H", "H"],
  "coordinates": [[1.38, -2.77, -0.88], [0.94, 2.64, -0.97], [1.34, -1.46, -0.90], [0.29, 1.46, -0.87], [-3.03, -0.14, -1.11], [0.28, 1.31, 1.77], [-1.28, -1.43, 1.12], [-2.22, 0.41, -0.02], [1.39, -0.61, 0.29], [0.11, 0.44, 0.50], [-1.02, -0.36, 0.22], [2.70, 0.14, 0.08], [1.24, -3.42, -1.74], [1.44, -3.21, 0.20], [1.02, 3.23, -1.96], [1.37, 3.33, -0.26], [1.18, -1.05, -1.90], [-0.27, 1.07, -1.74], [-4.04, 0.28, -1.21], [-2.51, 0.02, -2.07], [-3.17, -1.18, -0.76], [0.34, 0.73, 2.72], [-0.61, 1.97, 1.77], [1.32, 1.91, 1.60], [-1.30, -2.40, 0.56], [-0.65, -1.60, 1.96], [-2.28, -1.25, 1.56], [-1.84, 1.36, -0.17], [-2.72, 0.61, 0.89], [1.57, -1.05, 1.23], [3.38, -0.42, -0.27], [3.15, 0.54, 0.88], [2.49, 0.88, -0.51]],
  "nbo_charge": [-0.298, -0.451, -0.290, -0.227, -0.613, -0.670, -0.437, -0.213, -0.082, 0.208, -0.502, -0.659, 0.236, 0.197, 0.237, 0.222, 0.236, 0.230, 0.233, 0.214, 0.217, 0.235, 0.252, 0.200, 0.210, 0.202, 0.211, 0.195, 0.184, 0.223, 0.427, 0.427, 0.445]
}

***

3.
{
  "formula": "C4H8O2S",
  "method": "ωB97M-V/def2-TZVPD",
  "smiles": "O=C(O)CCCS",
  "e_lumo_ev": 0.638,
  "orbital_gap_ev": 9.899,
  "relative_energy_ev": 1.0744,
  "species": ["O", "C", "O", "C", "C", "C", "S", "H", "H", "H", "H", "H", "H", "H", "H"],
  "coordinates": [[0.25, -2.47, 0.73], [1.09, -1.59, 0.57], [2.34, -1.79, 0.93], [0.88, -0.21, -0.10], [-0.50, 0.10, -0.10], [-0.78, 1.54, -0.67], [-2.57, 1.95, -1.05], [2.13, -2.73, 1.41], [1.52, 0.50, 0.51], [1.41, -0.39, -1.04], [-0.81, 0.01, 1.05], [-1.17, -0.61, -0.55], [-0.26, 2.24, -0.09], [-0.41, 1.50, -1.68], [-3.11, 1.96, 0.09]],
  "nbo_charge": [-0.627, 0.795, -0.659, -0.513, -0.415, -0.475, -0.042, 0.505, 0.231, 0.235, 0.203, 0.241, 0.207, 0.212, 0.103]
}

***

4.
{
  "formula": "C23H37CuN4Sb",
  "method": "ωB97M-V/def2-TZVPD",
  "e_lumo_ev": -3.001,
  "orbital_gap_ev": 7.757,
  "total_charge": 1,
  "species": ["Cu", "C", "C", "C", "C", "C", "C", "C", "C", "N", "C", "C", "C", "C", "N", "C", "C", "C", "C", "C", "C", "C", "C", "H", "H", "H", "H", "H", "H", "H", "H", "H", "H", "H", "H", "H", "H", "H", "H", "H", "H", "H", "H", "H", "H", "H", "H", "C", "Sb", "C", "C", "H", "H", "H", "H", "H", "H", "H", "H", "H", "N", "N", "H", "H", "H", "H"],
  "coordinates": [[0.40, 0.17, 0.23], [-1.42, -2.48, 1.83], [-0.94, -3.26, 0.65], [-0.68, -4.63, 0.74], [-0.20, -5.33, -0.35], [0.06, -4.67, -1.54], [-0.20, -3.30, -1.68], [0.13, -2.61, -2.97], [-0.73, -2.63, -0.58], [-0.95, -1.23, -0.64], [-1.89, -0.72, -1.34], [-2.95, -1.50, -2.06], [-1.91, 0.79, -1.44], [-2.98, 1.42, -2.27], [-0.98, 1.40, -0.83], [-0.91, 2.82, -0.83], [-1.86, 3.59, -0.15], [-3.06, 2.99, 0.53], [-1.67, 4.97, -0.11], [-0.59, 5.56, -0.74], [0.33, 4.78, -1.41], [0.20, 3.40, -1.46], [1.21, 2.55, -2.18], [-1.43, -3.10, 2.73], [-2.42, -2.08, 1.68], [-0.74, -1.63, 2.02], [-0.86, -5.13, 1.68], [0.01, -6.39, -0.27], [0.47, -5.21, -2.38], [0.95, -3.11, -3.47], [0.40, -1.57, -2.82], [-0.72, -2.63, -3.66], [-2.95, -2.54, -1.75], [-2.80, -1.45, -3.14], [-3.92, -1.06, -1.85], [-3.09, 0.88, -3.21], [-2.74, 2.46, -2.48], [-3.94, 1.38, -1.76], [-2.94, 1.94, 0.75], [-3.95, 3.13, -0.08], [-3.24, 3.50, 1.48], [-2.39, 5.58, 0.41], [-0.47, 6.64, -0.71], [1.17, 5.24, -1.91], [1.85, 3.17, -2.80], [0.74, 1.80, -2.81], [1.85, 2.01, -1.47], [3.96, -0.51, -1.88], [2.71, -0.88, -0.20], [2.89, -2.99, -0.11], [4.06, -0.32, 1.34], [4.95, -0.92, -1.67], [4.05, 0.56, -2.05], [3.55, -0.98, -2.77], [3.93, -3.25, 0.09], [2.58, -3.43, -1.05], [2.25, -3.39, 0.68], [5.00, -0.86, 1.26], [3.62, -0.52, 2.31], [4.27, 0.75, 1.27], [-1.08, 1.13, 2.61], [0.26, 1.11, 2.09], [-1.08, 1.46, 3.57], [-1.42, 0.18, 2.61], [0.94, 0.81, 2.79], [0.49, 2.07, 1.85]],
  "nbo_charge": [0.738, -0.631, -0.049, -0.197, -0.199, -0.200, -0.052, -0.647, 0.173, -0.531, 0.307, -0.704, 0.298, -0.704, -0.519, 0.157, -0.044, -0.643, -0.197, -0.197, -0.196, -0.052, -0.630, 0.232, 0.221, 0.198, 0.220, 0.227, 0.220, 0.231, 0.216, 0.226, 0.251, 0.245, 0.245, 0.241, 0.253, 0.248, 0.223, 0.220, 0.233, 0.219, 0.225, 0.218, 0.230, 0.217, 0.213, -0.977, 0.981, -0.976, -0.983, 0.239, 0.237, 0.237, 0.238, 0.239, 0.241, 0.238, 0.228, 0.235, -0.655, -0.740, 0.352, 0.357, 0.367, 0.386]
}